(i)
The following is a quantum chemistry calculation of a cluster of 2 separate species, C3H11NOS2 in total, from the OMol25 dataset.

Each atom is followed by the atoms it is bonded to, with distances in Å.
Positions of all 18 atoms, in Å:
1 C -2.5766 -2.4663 -2.0863  S2 1.806, H7 1.083, H8 1.089, H9 1.085
2 S -1.3113 -1.8530 -0.9535  C1 1.806, S3 2.093
3 S -1.9962 0.1252 -0.9520  S2 2.093, C4 1.823
4 C -0.6105 1.0255 -0.1826  S3 1.823, C5 1.515, H10 1.088, H11 1.089
5 C 0.7979 0.5337 -0.4476  C4 1.515, N6 1.477, H12 1.098, H13 1.094
6 N 1.7031 1.0614 0.5929  C5 1.477, H14 1.018, H15 1.016
7 H -2.6265 -1.8633 -2.9840  C1 1.083
8 H -3.5352 -2.5356 -1.5738  C1 1.089
9 H -2.2507 -3.4673 -2.3487  C1 1.085
10 H -0.7393 2.0383 -0.5577  C4 1.088
11 H -0.7960 1.0697 0.8898  C4 1.089
12 H 0.8675 -0.5612 -0.4931  C5 1.098
13 H 1.1507 0.9053 -1.4146  C5 1.094
14 H 2.5192 0.4529 0.5837  N6 1.018
15 H 1.2543 0.9253 1.4936  N6 1.016
16 O 2.3388 1.4715 3.5429  H17 0.968, H18 0.965
17 H 3.0826 1.2174 4.1083  O16 0.968
18 H 2.7282 1.9204 2.7827  O16 0.965

Output
E_HOMO: -7.8426 eV
SMILES string: CSSCCN.O
lowest unoccupied orbital energy: 0.0234 Eh
orbital gap: 8.479 eV

---

(ii)
The following is a quantum chemistry calculation of a cluster of 2 separate species, C3H11NOS2 in total, from the OMol25 dataset.

Each atom is followed by the atoms it is bonded to, with distances in Å.
Positions of all 18 atoms, in Å:
1 N 2.0831 -0.3470 -2.8687  C2 1.453, H7 1.009, H8 1.011
2 C 1.0419 -0.4746 -1.8631  N1 1.453, C3 1.516, H9 1.077, H10 1.085
3 C 0.8535 0.8206 -1.0973  C2 1.516, C4 1.514, H11 1.094, H12 1.093
4 C 0.1140 0.5901 0.2030  C3 1.514, S5 1.807, H13 1.092, H14 1.087
5 S -1.5810 0.0008 -0.0112  C4 1.807, S6 2.021
6 S -2.2498 -0.6784 1.7705  S5 2.021, H15 1.339
7 H 2.0281 -1.0231 -3.6158  N1 1.009
8 H 2.1120 0.5746 -3.2845  N1 1.011
9 H 1.3083 -1.2896 -1.2119  C2 1.077
10 H 0.1023 -0.8418 -2.2626  C2 1.085
11 H 0.3581 1.5381 -1.7577  C3 1.094
12 H 1.8255 1.2582 -0.8554  C3 1.093
13 H 0.0754 1.4890 0.8217  C4 1.092
14 H 0.6672 -0.0348 0.8999  C4 1.087
15 H -2.3284 0.3977 2.5635  S6 1.339
16 O 2.8722 0.4286 1.8818  H17 0.961, H18 0.955
17 H 3.7417 0.6408 2.2323  O16 0.961
18 H 2.9057 0.2306 0.9480  O16 0.955

Output
E_HOMO: -8.6474 eV
SMILES string: NCCCSS.O
lowest unoccupied orbital energy: 0.0255 Eh
orbital gap: 9.340 eV

---

Least stable: (i)

---

(i)
The following is a quantum chemistry calculation of a cluster of 2 separate species, C3H11NOS2 in total, from the OMol25 dataset.

Each atom is followed by the atoms it is bonded to, with distances in Å.
Positions of all 18 atoms, in Å:
1 C 0.9428 0.2773 -1.6926  C2 1.547, H7 1.129, H8 1.143, H9 1.095
2 C 0.1063 -0.7032 -0.8374  C1 1.547, N3 1.470, C4 1.522, H10 1.105
3 N 0.3744 -2.0663 -1.3194  C2 1.470, H11 1.050, H12 1.022
4 C -1.3938 -0.5669 -1.0588  C2 1.522, S5 1.763, H13 1.097, H14 1.043
5 S -1.8759 1.1168 -0.8546  C4 1.763, S6 2.159
6 S -2.0057 1.4535 1.2739  S5 2.159, H15 1.293
7 H 0.6555 0.1667 -2.7792  C1 1.129
8 H 2.0704 0.3347 -1.5140  C1 1.143
9 H 0.6225 1.2363 -1.2718  C1 1.095
10 H 0.3805 -0.6427 0.2312  C2 1.105
11 H 0.5401 -2.3213 -2.3248  N3 1.050
12 H -0.3345 -2.7674 -1.0933  N3 1.022
13 H -1.8007 -1.1985 -0.2593  C4 1.097
14 H -1.7072 -0.9336 -1.9833  C4 1.043
15 H -2.1704 0.1715 1.2588  S6 1.293
16 O 6.2345 -1.3846 3.3853  H17 0.992, H18 0.955
17 H 6.4703 -2.0899 2.7285  O16 0.992
18 H 6.9516 -1.5816 3.9847  O16 0.955

Output
E_HOMO: -8.0824 eV
SMILES string: C[C@H](N)CSS.O
lowest unoccupied orbital energy: 0.0088 Eh
orbital gap: 8.323 eV

---

(ii)
The following is a quantum chemistry calculation of a cluster of 2 separate species, C3H11NOS2 in total, from the OMol25 dataset.

Each atom is followed by the atoms it is bonded to, with distances in Å.
Positions of all 18 atoms, in Å:
1 N -0.4321 -0.8685 -2.5392  C2 1.549, H7 1.044, H8 1.046
2 C 0.8644 -1.3173 -1.8202  N1 1.549, C3 1.520, H9 1.056, H10 1.083
3 C 1.4212 -0.0544 -1.1831  C2 1.520, C4 1.517, H11 1.114, H12 1.140
4 C 0.6403 0.5196 -0.0154  C3 1.517, S5 1.931, H13 1.092, H14 1.138
5 S 0.1852 -0.8192 1.3002  C4 1.931, S6 2.130
6 S -1.9366 -0.6654 1.1919  S5 2.130, H15 1.348
7 H -0.9496 -1.7319 -2.8153  N1 1.044
8 H -0.2870 -0.3205 -3.4187  N1 1.046
9 H 0.6301 -2.0391 -1.0856  C2 1.056
10 H 1.4838 -1.7152 -2.6143  C2 1.083
11 H 2.4199 -0.2038 -0.7133  C3 1.114
12 H 1.6937 0.6915 -2.0015  C3 1.140
13 H 1.0650 1.2501 0.6764  C4 1.092
14 H -0.3589 0.8476 -0.4512  C4 1.138
15 H -2.3380 -1.0058 2.4330  S6 1.348
16 O 1.1128 3.9050 0.6727  H17 0.975, H18 0.939
17 H 0.4308 4.5996 0.6252  O16 0.975
18 H 0.7999 3.3329 -0.0033  O16 0.939

Output
E_HOMO: -8.1804 eV
SMILES string: NCCCSS.O
lowest unoccupied orbital energy: 0.0161 Eh
orbital gap: 8.618 eV

---

Least stable: (i)

---

(i)
The following is a quantum chemistry calculation of a cluster of 2 separate species, C5H17N2O in total, from the OMol25 dataset.

Each atom is followed by the atoms it is bonded to, with distances in Å.
Positions of all 25 atoms, in Å:
1 C -0.9697 1.5101 1.9118  C2 1.511, H8 1.078, H9 1.048, H10 1.126
2 C -0.2024 0.4852 1.1089  C1 1.511, C3 1.632, N7 1.566, H11 1.118
3 C 0.6460 1.3522 0.0172  C2 1.632, C4 1.553, H12 1.045, H13 1.165
4 C 1.4496 0.4331 -0.9434  C3 1.553, N6 1.480, H14 1.143, H15 1.156
5 C 0.3709 0.0621 -3.1238  N6 1.494, H16 1.129, H17 1.202, H18 1.060
6 N 0.5618 -0.4492 -1.7330  C4 1.480, C5 1.494, H19 1.130
7 N -1.1983 -0.4997 0.4082  C2 1.566, H20 1.070, H21 1.022, H22 0.936
8 H -0.6878 2.5501 1.8822  C1 1.078
9 H -1.1814 1.1426 2.8696  C1 1.048
10 H -2.0108 1.5776 1.4875  C1 1.126
11 H 0.5275 -0.1182 1.7040  C2 1.118
12 H 1.2755 2.1071 0.3712  C3 1.045
13 H -0.0480 1.8603 -0.7689  C3 1.165
14 H 1.9887 1.1780 -1.6215  C4 1.143
15 H 2.2870 -0.1591 -0.4103  C4 1.156
16 H 1.1850 0.3296 -3.8590  C5 1.129
17 H -0.1882 -0.8283 -3.7064  C5 1.202
18 H -0.2569 0.9143 -3.0587  C5 1.060
19 H 1.1609 -1.3866 -1.9304  N6 1.130
20 H -0.7251 -0.4727 -0.5515  N7 1.070
21 H -2.1781 -0.2851 0.6034  N7 1.022
22 H -0.9709 -1.3831 0.6169  N7 0.936
23 H -0.8638 -2.2293 2.9515  O25 1.009
24 H 0.1371 -3.0637 2.1790  O25 0.935
25 O -0.3451 -2.2683 2.0863  H23 1.009, H24 0.935

Output
multiplicity: 2
E_HOMO (alpha / beta): -2.4871 / -10.5158 eV
lowest unoccupied orbital energy (alpha / beta): 0.0206 / 0.0177 Eh
orbital gap (alpha / beta): 3.048 / 10.998 eV

---

(ii)
The following is a quantum chemistry calculation of a cluster of 2 separate species, C5H17N2O in total, from the OMol25 dataset.

Each atom is followed by the atoms it is bonded to, with distances in Å.
Positions of all 25 atoms, in Å:
1 C 1.5996 -0.8378 1.5556  C2 1.533, N7 1.483, H8 1.116, H9 1.083
2 C 0.5969 0.2772 1.8740  C1 1.533, C3 1.535, H10 1.101, H11 1.106
3 C 0.0764 1.0535 0.6570  C2 1.535, C4 1.502, H12 1.135, H13 1.118
4 C -1.3088 0.7798 0.1453  C3 1.502, C5 1.546, H14 1.099, H15 1.153
5 C -1.7385 1.8171 -0.9168  C4 1.546, N6 1.467, H16 1.120, H17 1.119
6 N -0.7975 2.0136 -2.0249  C5 1.467, H18 1.016, H19 1.033
7 N 1.0048 -2.0679 0.9799  C1 1.483, H20 1.061, H21 1.027, H22 1.065
8 H 2.1073 -1.0878 2.5170  C1 1.116
9 H 2.2888 -0.5250 0.7811  C1 1.083
10 H 1.1829 1.0362 2.4146  C2 1.101
11 H -0.2229 -0.2173 2.4276  C2 1.106
12 H 0.0212 2.0873 1.1215  C3 1.135
13 H 0.8843 1.0637 -0.1160  C3 1.118
14 H -2.0817 0.7279 0.9256  C4 1.099
15 H -1.3976 -0.2996 -0.2498  C4 1.153
16 H -2.6763 1.4105 -1.3744  C5 1.120
17 H -1.8011 2.7363 -0.2814  C5 1.119
18 H -1.1656 1.5677 -2.8602  N6 1.016
19 H -0.0104 1.3529 -1.9235  N6 1.033
20 H 0.2137 -2.4817 1.5536  N7 1.061
21 H 1.5773 -2.9122 0.8628  N7 1.027
22 H 0.6514 -1.8894 -0.0090  N7 1.065
23 H -0.4812 -2.2836 -2.0780  O25 0.975
24 H 0.8761 -1.9600 -2.5658  O25 0.978
25 O 0.3971 -2.0587 -1.7186  H23 0.975, H24 0.978

Output
multiplicity: 2
E_HOMO (alpha / beta): -3.1497 / -9.6773 eV
lowest unoccupied orbital energy (alpha / beta): 0.0211 / 0.0151 Eh
orbital gap (alpha / beta): 3.725 / 10.089 eV

---

Least stable: (i)